7
Properties=species:S:1:pos:R:3:nbo_charge:R:1 method="wB97M-V/def2-TZVPD" spin_multiplicity=1 e_lumo_ev=4.60 e_homo_ev=-4.115 orbital_gap_ev=8.7125 charge=-1
O -0.891 -0.471 -1.811 -0.979
H -0.451 0.119 -1.202 0.510
O 0.129 1.197 0.607 -0.829
C 0.778 0.240 1.121 0.609
O 0.909 -0.877 0.599 -0.768
H 1.267 0.489 2.084 0.006
H -1.742 -0.696 -1.398 0.451

8
Properties=species:S:1:pos:R:3:nbo_charge:R:1 method="wB97M-V/def2-TZVPD" spin_multiplicity=1 e_lumo_ev=4.68 e_homo_ev=1.492 orbital_gap_ev=3.1848 charge=-2
C 2.276 1.843 0.202 0.256
O 1.021 -1.427 0.935 -1.146
O 3.093 -1.908 -0.374 -1.142
O 2.512 2.917 -0.327 -0.560
P 1.824 -1.043 -0.330 1.335
H 1.294 1.345 -0.078 0.129
H 2.817 1.299 1.036 0.129
H -14.838 -3.026 -1.065 -1.000

8
Properties=species:S:1:pos:R:3:nbo_charge:R:1 method="wB97M-V/def2-TZVPD" spin_multiplicity=3 e_lumo_ev="0.51 / -3.15" e_homo_ev="-6.693 / -11.318" orbital_gap_ev="7.2049 / 8.1693" charge=0
C -0.651 -0.056 0.252 0.255
O 0.493 -3.041 2.534 -0.807
O 0.503 0.659 0.159 -0.680
O -0.461 -1.263 1.200 -0.832
P 0.930 -2.014 1.558 1.232
H -0.928 -0.545 -0.623 0.178
H -1.447 0.467 0.772 0.168
H 0.612 1.139 1.008 0.486

10
Properties=species:S:1:pos:R:3:nbo_charge:R:1 method="wB97M-V/def2-TZVPD" spin_multiplicity=1 e_lumo_ev=3.64 e_homo_ev=-3.417 orbital_gap_ev=7.0532 charge=-1
C 1.453 0.978 -0.865 -1.030
O -2.038 -0.777 -1.045 -0.898
O -0.053 1.629 1.059 -0.995
O 0.478 -1.221 0.345 -1.008
O -2.687 -1.404 1.135 -0.930
S 1.005 0.645 0.703 1.314
S -1.817 -0.507 0.341 1.706
H 1.068 1.725 -1.500 0.206
H 0.312 -1.499 1.291 0.434
H 2.280 0.432 -1.464 0.201

For the records above, the corresponding energy relative to the best compared isomer or geometry (same formula, charge and spin) values read 34.3; 210.6; 0.0; 337.2 kJ/mol.
For the records above, the corresponding molecular weight values read 63.032; 94.006; 94.006; 143.165 g/mol.